{"formula": "C27H57N8O5", "method": "ωB97M-V with the def2-TZVPD basis set", "lumo_energy_ev": -3.40, "energy_ha": -1876.6213, "homo_ev": -9.5, "orbital_gap_ev": 6.1395, "total_charge": 1, "elements": ["C", "C", "O", "N", "C", "C", "C", "O", "O", "C", "N", "C", "O", "C", "N", "N", "C", "C", "C", "O", "C", "N", "C", "C", "C", "N", "H", "H", "H", "H", "H", "H", "H", "H", "H", "H", "H", "H", "H", "H", "H", "H", "H", "H", "H", "H", "H", "H", "H", "H", "H", "H", "H", "C", "C", "N", "C", "C", "C", "C", "H", "H", "H", "H", "H", "H", "H", "H", "H", "H", "H", "H", "H", "H", "H", "C", "C", "N", "C", "C", "C", "C", "H", "H", "H", "H", "H", "H", "H", "H", "H", "H", "H", "H", "H", "H", "H"], "positions_angstrom": [[-0.203, 5.361, -0.669], [-0.209, 3.895, -1.333], [-1.289, 3.131, -0.717], [-0.810, 2.107, 0.068], [-0.721, 2.400, 1.516], [0.749, 2.463, 2.152], [1.910, 2.911, 1.162], [2.498, 2.195, 0.320], [2.321, 4.290, 1.248], [-0.564, 0.963, -0.585], [-0.750, 0.831, -2.037], [-0.397, -0.536, -2.309], [-0.486, -1.077, -3.614], [0.791, -1.071, -4.226], [1.768, -1.069, -4.921], [-0.037, -1.125, -1.055], [0.351, -2.566, -1.122], [-0.874, -3.593, -1.304], [-1.146, -4.065, -2.813], [-1.157, -5.494, -3.004], [-0.872, -5.663, -4.441], [-0.108, -0.261, 0.010], [0.209, -0.743, 1.368], [1.804, -0.937, 1.652], [1.872, -1.457, 3.195], [3.224, -1.966, 3.574], [0.827, 5.772, -0.410], [-0.649, 6.101, -1.439], [-0.942, 5.343, 0.202], [-0.519, 4.045, -2.438], [0.801, 3.369, -1.365], [-1.212, 3.426, 1.718], [-1.363, 1.653, 2.124], [1.091, 1.502, 2.678], [0.709, 3.262, 2.988], [2.510, 4.510, 0.299], [0.932, -2.924, -0.190], [1.072, -2.700, -2.013], [-0.670, -4.500, -0.617], [-1.847, -3.121, -0.915], [-0.266, -3.657, -3.448], [-2.083, -3.533, -3.236], [-1.444, -4.806, -4.969], [0.247, -5.457, -4.645], [-1.204, -6.677, -4.837], [-0.249, -0.169, 2.234], [-0.219, -1.817, 1.451], [2.372, 0.051, 1.637], [2.272, -1.752, 1.006], [1.644, -0.558, 3.897], [1.024, -2.214, 3.417], [3.892, -1.278, 3.197], [3.317, -2.038, 4.604], [-4.089, -6.134, -1.324], [-4.773, -7.494, -1.266], [-6.085, -7.533, -1.899], [-6.819, -8.768, -1.625], [-6.241, -10.074, -2.170], [-6.144, -7.073, -3.284], [-5.276, -7.803, -4.310], [-4.710, -5.359, -0.858], [-3.140, -6.173, -0.781], [-3.861, -5.830, -2.348], [-4.888, -7.747, -0.204], [-4.093, -8.243, -1.691], [-7.848, -8.663, -1.984], [-6.913, -8.869, -0.538], [-6.419, -10.177, -3.241], [-6.732, -10.924, -1.687], [-5.170, -10.169, -1.982], [-5.874, -6.012, -3.306], [-7.184, -7.088, -3.627], [-4.275, -8.024, -3.932], [-5.159, -7.182, -5.202], [-5.738, -8.736, -4.635], [3.394, 9.708, 4.766], [3.599, 8.428, 3.963], [4.135, 8.640, 2.623], [4.097, 7.437, 1.794], [4.959, 6.250, 2.223], [5.375, 9.408, 2.541], [6.594, 8.868, 3.287], [2.726, 10.400, 4.242], [2.939, 9.470, 5.732], [4.336, 10.220, 4.972], [2.616, 7.948, 3.875], [4.226, 7.746, 4.551], [4.354, 7.702, 0.763], [3.056, 7.096, 1.744], [6.011, 6.409, 1.985], [4.647, 5.353, 1.680], [4.870, 6.029, 3.289], [5.175, 10.422, 2.906], [5.641, 9.555, 1.489], [6.345, 8.489, 4.281], [7.329, 9.666, 3.419], [7.089, 8.074, 2.727]]}



{"formula": "C4H9NS2", "method": "ωB97M-V with the def2-TZVPD basis set", "lumo_energy_ev": 0.75, "energy_ha": -1008.8616, "homo_ev": -8.9, "orbital_gap_ev": 9.6372, "smiles": "CN[C@@H]1[C@H](S)[C@@H]1S", "elements": ["C", "C", "C", "C", "H", "H", "H", "H", "H", "H", "H", "H", "H", "N", "S", "S"], "positions_angstrom": [[-2.015, -0.664, -0.484], [0.008, -0.323, 0.765], [1.489, -0.052, 0.804], [0.574, 1.152, 0.838], [-2.290, -1.025, -1.428], [-2.453, -1.277, 0.348], [-2.395, 0.421, -0.371], [-0.265, -0.114, -1.290], [-0.234, -0.942, 1.710], [2.121, -0.257, 1.609], [1.286, -1.250, -1.187], [0.634, 1.710, 1.774], [1.372, 1.826, -1.315], [-0.535, -0.783, -0.525], [2.352, -0.600, -0.680], [0.350, 2.180, -0.569]]}



{"formula": "C4H2BrF6NO", "method": "ωB97M-V with the def2-TZVPD basis set", "lumo_energy_ev": 0.16, "energy_ha": -3456.8378, "homo_ev": -10.8, "orbital_gap_ev": 11.0025, "smiles": "O=CNC(Br)(C(F)(F)F)C(F)(F)F", "elements": ["C", "C", "C", "C", "N", "O", "F", "F", "F", "F", "F", "F", "Br", "H", "H"], "positions_angstrom": [[-0.043, 1.924, -1.033], [0.338, -0.400, 0.008], [0.511, 0.200, 1.357], [-0.578, -1.598, 0.006], [-0.370, 0.568, -0.838], [0.804, 2.565, -0.492], [0.377, -0.728, 2.294], [-0.546, 1.022, 1.548], [1.653, 0.864, 1.494], [-1.716, -1.487, 0.746], [-0.950, -1.805, -1.273], [0.084, -2.719, 0.450], [2.043, -0.824, -0.793], [-0.663, 2.100, -1.854], [-0.945, 0.319, -1.620]]}



{"formula": "C10H12NS2", "method": "ωB97M-V with the def2-TZVPD basis set", "lumo_energy_ev": [-4.36, -3.91], "energy_ha": -1239.0034, "homo_ev": [-9.8, -11.3], "orbital_gap_ev": [5.4520, 7.4094], "smiles": "C=CC1=C(SC)c2sccc2[C@@H]1[NH3+]", "total_charge": 1, "elements": ["C", "C", "C", "C", "C", "C", "C", "C", "C", "C", "N", "S", "S", "H", "H", "H", "H", "H", "H", "H", "H", "H", "H", "H", "H"], "positions_angstrom": [[-0.838, -1.978, 1.846], [-0.746, -3.134, 1.118], [-0.384, -0.872, 1.126], [0.061, -1.187, -0.165], [0.508, -0.133, -0.946], [0.279, 1.285, 0.296], [1.103, 3.202, -1.005], [0.605, 2.616, 0.106], [-0.283, 0.584, 1.461], [1.289, -1.596, -3.111], [-1.702, 1.138, 1.771], [-0.099, -2.893, -0.454], [1.172, 0.101, -2.467], [-1.209, -1.950, 2.855], [-1.014, -4.125, 1.423], [1.327, 4.253, -1.018], [1.297, 2.641, -1.898], [0.437, 3.240, 0.983], [0.309, 0.748, 2.367], [1.926, -2.192, -2.465], [1.734, -1.511, -4.098], [0.297, -2.029, -3.187], [-1.909, 1.154, 2.776], [-2.397, 0.547, 1.298], [-1.763, 2.091, 1.386]]}



{"formula": "C9H22NO7S2", "method": "ωB97M-V with the def2-TZVPD basis set", "lumo_energy_ev": 2.86, "energy_ha": -1733.8694, "homo_ev": -5.6, "orbital_gap_ev": 8.4883, "total_charge": -1, "elements": ["C", "C", "C", "C", "C", "S", "O", "O", "N", "S", "O", "O", "C", "O", "O", "H", "H", "H", "H", "H", "H", "H", "H", "H", "H", "H", "H", "H", "H", "C", "C", "C", "O", "H", "H", "H", "H", "H", "H", "H", "H"], "positions_angstrom": [[4.839, -2.284, 1.765], [4.693, -0.781, 2.063], [3.729, -0.136, 1.075], [2.263, -0.542, 1.296], [1.582, -0.814, -0.047], [-0.132, -0.347, -0.121], [-0.176, 1.089, -0.219], [-0.662, -1.050, -1.255], [-0.777, -0.881, 1.251], [-2.238, -0.327, 1.532], [-3.058, -0.095, 0.378], [-2.280, 0.779, 2.442], [-3.036, -1.728, 2.374], [-4.425, -1.469, 2.279], [-5.094, -2.685, 2.001], [4.043, -2.838, 2.243], [4.785, -2.446, 0.694], [5.806, -2.632, 2.110], [4.404, -0.614, 3.095], [5.680, -0.350, 1.921], [3.817, 0.947, 1.083], [4.040, -0.446, 0.082], [1.727, 0.177, 1.900], [2.301, -1.489, 1.820], [2.057, -0.217, -0.813], [1.664, -1.854, -0.334], [-2.787, -1.752, 3.428], [-2.820, -2.650, 1.854], [-4.971, -2.807, 1.046], [-3.070, 2.848, -2.283], [-1.866, 3.028, -3.199], [-1.703, 1.835, -4.132], [-0.690, 3.200, -2.420], [-2.945, 1.964, -1.651], [-3.172, 3.706, -1.617], [-3.993, 2.739, -2.858], [-1.984, 3.942, -3.789], [-1.539, 0.922, -3.553], [-0.833, 1.973, -4.778], [-2.587, 1.696, -4.759], [-0.593, 2.387, -1.904]]}



{"formula": "C9H10N2S", "method": "ωB97M-V with the def2-TZVPD basis set", "lumo_energy_ev": [-1.00, -1.01], "energy_ha": -856.5214, "homo_ev": [-7.8, -7.8], "orbital_gap_ev": [6.8329, 6.8281], "elements": ["C", "C", "C", "C", "C", "C", "C", "C", "C", "N", "N", "S", "H", "H", "H", "H", "H", "H", "H", "H", "H", "H"], "positions_angstrom": [[-1.354, 2.380, 0.934], [-0.144, 2.537, 0.183], [-1.781, 1.317, 1.611], [-0.956, 0.172, 1.951], [0.756, 1.605, -0.263], [0.155, -0.111, 1.271], [0.323, 0.141, -0.224], [1.487, -0.807, -0.732], [-0.981, -0.253, -0.974], [-2.013, 3.584, 0.947], [0.146, 3.881, -0.005], [-1.112, 4.756, 0.397], [-2.786, 1.365, 2.226], [-1.028, -0.165, 2.967], [1.735, 1.864, -0.259], [0.932, -0.720, 1.788], [1.207, -1.534, -1.541], [1.807, -1.369, 0.110], [2.325, -0.174, -1.070], [-1.919, 0.342, -0.735], [-1.088, -1.184, -0.637], [-0.777, -0.189, -2.075]]}